Molecular formula: C29H53FN4O8S5
Method: DFT, the ωB97M-V functional and the def2-TZVPD basis

XYZ file:
```
100
Properties=species:S:1:pos:R:3:forces:R:3:lowdin_charge:R:1
S 12.9916 9.6790 8.1360 0.1 -2.1 1.3 0.854
S 14.8353 8.6645 19.1462 -1.4 1.0 1.3 0.901
S 13.8135 13.4282 19.3526 -0.9 0.5 1.6 0.864
S 7.3867 13.0144 13.2176 0.8 -0.9 -0.4 0.861
S 6.8625 13.6003 19.0984 1.1 -0.5 2.6 0.839
F 13.9417 15.5859 15.0874 0.5 0.3 -2.9 0.120
O 12.5678 14.2572 19.1380 1.0 -0.7 0.3 -0.562
O 12.6029 17.2167 17.1239 -0.7 1.6 -0.5 0.106
O 8.8912 12.6803 13.3164 -2.1 1.3 0.0 -0.596
O 6.4960 14.5498 20.1998 -0.2 0.1 -0.9 -0.580
O 14.4401 16.0479 17.1300 1.8 1.0 1.1 0.112
O 14.4626 18.2527 17.9217 -1.7 -3.8 -2.2 0.103
O 13.8016 9.8160 18.9987 2.0 -1.6 0.0 -0.607
O 12.3056 8.3333 8.4373 0.7 2.2 -0.5 -0.580
N 11.6153 13.7060 12.1160 -1.9 0.5 1.4 0.027
N 11.1257 8.5129 19.4911 -0.1 -1.3 1.9 0.018
N 16.5078 7.7843 10.8834 -1.1 -0.3 2.3 0.006
N 13.0626 11.3114 16.5749 1.7 -0.1 -1.1 0.026
C 9.2032 9.2378 20.3760 0.3 1.6 -0.3 -0.120
C 12.8212 13.8251 11.5878 1.4 1.5 -1.3 -0.154
C 12.9948 10.7106 9.6403 -0.1 0.7 -0.5 -0.279
C 15.0914 14.4732 20.2519 -0.5 -0.7 0.6 -0.216
C 10.6028 7.4668 20.2527 -0.4 1.4 -0.6 -0.107
C 7.0446 13.7051 11.4983 -0.2 -0.1 1.8 -0.226
C 10.9530 14.9019 12.0090 -1.8 -1.0 -0.7 -0.152
C 12.8775 15.1252 11.0483 1.5 -1.2 -1.1 -0.118
C 12.7330 11.2910 14.3781 1.3 -0.7 -0.8 -0.116
C 15.5415 9.3201 12.2371 1.3 2.1 -1.4 -0.139
C 11.8836 11.8985 16.3273 -0.9 0.1 2.2 -0.173
C 6.8680 14.4770 14.2611 1.2 -0.3 -0.7 -0.232
C 11.6134 11.8276 15.0214 -1.4 1.1 -2.1 -0.109
C 10.3670 9.6156 19.7212 -0.7 0.6 -2.0 -0.133
C 8.7095 13.6680 19.0567 -0.1 0.0 -0.6 -0.252
C 13.4732 12.2266 20.7913 0.5 -0.4 0.0 -0.231
C 11.6285 15.7499 11.1680 0.1 -0.1 2.0 -0.101
C 16.4862 9.1044 11.2223 0.6 1.1 -0.9 -0.152
C 15.6725 7.1638 11.7694 -1.0 -0.6 0.5 -0.123
C 6.7727 11.9498 19.9355 0.3 -0.5 -0.8 -0.272
C 13.6018 15.3243 16.3226 -1.9 -0.6 1.9 -0.386
C 15.0202 8.1281 12.5765 0.1 -4.0 -0.6 -0.114
C 12.2405 15.9507 16.6706 -0.1 -2.2 -0.3 -0.071
C 14.4976 7.9893 20.8757 0.3 -0.6 -1.1 -0.214
C 9.3963 7.9557 20.7718 1.4 -3.8 0.7 -0.138
C 14.7554 9.2143 8.2446 0.4 -0.1 0.0 -0.273
C 13.8921 17.2726 17.3916 1.9 2.8 2.5 -0.490
C 16.5268 9.3478 19.4045 -0.4 0.6 0.4 -0.247
C 13.6318 10.9893 15.3374 0.6 -0.4 2.5 -0.122
H 7.1790 11.2307 19.2243 -0.5 -0.2 -0.4 0.031
H 15.7030 6.0842 11.7672 -0.6 0.0 0.1 0.102
H 8.7816 7.3556 21.4263 -0.2 0.1 -0.1 0.095
H 9.9433 14.9245 12.3917 0.1 0.2 0.0 0.083
H 11.7404 15.4425 17.4952 0.2 -0.2 -0.1 0.103
H 7.4669 14.4444 15.1712 0.0 -0.2 -0.1 0.039
H 17.1995 9.6871 10.6582 -0.4 0.7 0.3 0.105
H 17.0490 7.2334 10.2324 0.2 0.7 0.1 0.156
H 17.2310 8.5986 19.7664 -0.3 -0.3 -0.2 0.055
H 15.2652 7.2373 21.0584 0.4 0.4 0.3 0.046
H 15.4737 9.9650 8.5742 -0.4 0.6 -0.3 0.041
H 11.1851 6.5649 20.3704 -0.4 -0.1 0.0 0.095
H 14.8729 8.4383 9.0010 -0.6 -0.2 -0.1 0.031
H 10.7310 12.2147 14.5334 -0.1 -0.1 0.2 0.060
H 12.0454 11.2439 9.6899 -0.3 -0.6 0.3 0.044
H 8.2468 9.7161 20.5276 0.5 0.6 0.1 0.073
H 11.6110 15.8483 15.7866 -0.1 1.0 -0.1 0.142
H 13.7598 15.5126 10.5605 -0.1 0.0 -0.1 0.083
H 13.6742 11.5476 9.4797 0.4 -0.2 -0.2 0.043
H 14.2242 7.9835 13.2920 0.2 -0.3 0.0 0.100
H 9.1018 13.9206 20.0418 -0.3 -0.3 0.1 0.063
H 11.1891 12.9562 12.6415 0.3 -0.1 -0.1 0.101
H 10.6074 10.4970 19.1451 -0.2 0.2 0.2 0.096
H 5.8141 14.4275 14.5348 0.1 -0.1 -0.4 0.051
H 9.0368 14.4503 18.3720 -0.3 0.2 0.0 0.035
H 5.9589 13.7892 11.4510 -0.1 -0.2 0.0 0.043
H 12.5841 11.5994 20.7257 -0.5 0.6 -0.9 0.035
H 9.1291 12.7438 18.6594 -0.1 -0.2 0.2 0.028
H 13.0459 11.0866 13.3648 -0.8 0.3 -0.3 0.078
H 14.6256 10.5667 15.3464 -0.1 -0.1 -0.3 0.105
H 15.0592 8.8298 7.2710 -0.1 0.0 0.0 0.042
H 7.3942 12.9371 10.8082 0.2 0.4 0.0 0.051
H 12.0070 8.4488 19.0019 -0.2 0.6 0.1 0.102
H 13.4570 12.6062 21.8130 0.2 0.8 -0.3 0.051
H 15.2207 15.5126 19.9502 -0.3 -0.3 -0.9 0.054
H 15.1028 10.1915 12.7004 0.8 0.6 -0.4 0.081
H 16.8878 9.7878 18.4749 -0.2 -0.3 -0.1 0.051
H 14.8495 14.5427 21.3125 -0.2 -0.3 0.0 0.041
H 16.0115 13.8961 20.1598 0.1 0.2 -0.1 0.042
H 14.3439 8.7235 21.6666 0.4 0.2 -0.3 0.063
H 13.5576 13.0350 11.5812 -0.1 0.1 0.1 0.097
H 13.6750 14.2497 16.4900 0.1 0.1 0.3 0.146
H 5.7436 11.7253 20.2163 0.0 0.2 -0.4 0.049
H 7.4429 14.7172 11.4269 0.4 -0.3 -0.4 0.041
H 11.3149 12.3073 17.1494 -0.2 0.0 -0.1 0.105
H 13.2912 10.1870 10.5493 -0.3 -0.2 -0.2 0.044
H 13.6080 7.3605 20.8400 -0.3 0.4 -0.4 0.024
H 14.2088 11.4230 20.7569 0.6 0.4 -0.2 0.005
H 7.1498 15.3603 13.6879 -0.3 0.2 0.3 0.039
H 7.3864 11.7331 20.8098 0.2 1.1 0.2 0.048
H 11.2777 16.7553 10.9880 0.4 0.0 -0.3 0.092
H 13.5181 11.2077 17.4704 -0.1 -0.1 -0.1 0.070
H 16.5202 10.1524 20.1399 -0.3 0.0 0.1 0.049
```
Forces are in eV/Å.

Output
E_HOMO in Eh: -0.28361
Strongest force on any atom in eV/A: 4.7
Lowest unoccupied orbital energy in eV: -0.1

=====

Molecular formula: CH7O5
Method: DFT, the ωB97M-V functional and the def2-TZVPD basis

XYZ file:
```
13
Properties=species:S:1:pos:R:3:forces:R:3:lowdin_charge:R:1
O 0.7490 -0.4030 -0.0234 -0.1 0.2 -0.2 -0.139
O -0.7832 1.3801 -1.4896 0.9 0.4 0.5 -0.096
O -0.8227 -0.4850 1.5862 -0.1 0.0 -0.2 -0.059
O -2.9181 -0.3455 -0.4558 -1.1 -0.2 -0.4 -0.104
O 3.3961 -0.3848 -0.1312 -0.4 -0.1 0.6 -0.136
C 0.2453 -0.1095 1.1014 0.2 -0.1 0.7 -0.589
H 3.6309 -0.0331 -0.9864 -0.2 0.1 -0.3 -0.006
H 0.8745 0.5630 1.7445 0.0 0.0 -0.1 0.117
H -0.4988 2.1750 -1.0144 -0.6 0.2 -0.3 0.039
H -2.2778 -0.7801 0.1204 0.6 0.5 0.0 -0.008
H 2.3858 -0.3468 -0.0430 0.7 0.0 -0.4 -0.013
H -2.4671 0.2217 -1.0958 0.5 -0.2 0.6 -0.008
H -0.1432 0.7741 -1.0423 -0.4 -0.7 -0.4 0.001
```
Forces are in eV/Å.

Output
Charge: -1
ΔE to the lowest compared entry with this formula, charge and spin in kcal/mol: 6.16
E_HOMO in Eh: -0.20284
Strongest force on any atom in eV/A: 1.2
Lowest unoccupied orbital energy in eV: 3.9

=====

Molecular formula: C41H39N2O5S2Si2W
Method: DFT, the ωB97M-V functional and the def2-TZVPD basis

XYZ file:
```
92
Properties=species:S:1:pos:R:3:forces:R:3:lowdin_charge:R:1
W -1.0114 0.2157 -0.6305 0.3 -0.4 0.5 1.255
S 0.3905 -2.3923 -0.3471 0.0 0.5 0.2 0.644
S 5.1815 0.2674 -3.3097 0.0 0.0 0.1 0.980
Si -3.2458 0.7485 0.4705 -0.2 0.1 0.1 0.536
Si -1.9290 1.9046 -2.2378 -0.1 0.2 -0.1 0.507
O -1.9029 -1.1045 -1.6115 -0.2 0.3 -0.2 -0.326
O -0.2945 1.7395 0.5221 -0.1 0.1 -0.2 -0.259
O -3.6508 -2.2723 -2.2655 0.3 -0.1 0.0 0.098
O 0.2120 3.0044 2.2773 0.1 -0.1 0.0 0.092
O -0.3268 -0.4313 1.7875 0.4 0.2 -0.1 -0.128
N 6.7348 -2.6580 -0.1549 0.1 -0.1 0.1 0.058
N 0.9894 0.6062 -1.5489 0.6 0.1 -0.1 -0.088
C -4.3634 1.6728 -0.7826 0.2 -0.1 0.2 -0.294
C 3.5272 0.4606 -2.6812 -0.1 0.0 0.0 -0.520
C 3.2422 1.3987 -1.6952 0.1 -0.2 -0.2 -0.058
C -0.6657 -0.7816 5.9305 0.0 -0.1 0.0 -0.081
C -3.2255 1.8814 2.0064 0.0 -0.1 -0.2 -0.190
C -1.5486 -3.3819 -2.1368 -0.1 -0.2 -0.2 -0.156
C 5.1370 -2.0922 -1.8473 0.0 0.2 0.0 -0.070
C -1.0497 1.5859 4.5327 0.1 0.1 0.0 -0.038
C 5.6561 -2.9381 -0.8823 -0.1 0.0 0.1 -0.140
C -4.5781 2.9522 -2.8163 0.0 0.0 -0.1 -0.114
C 5.7668 -0.8706 -2.0649 0.0 -0.1 0.0 -0.517
C 4.5928 0.5784 2.7930 0.0 0.0 0.0 -0.089
C 3.9607 -0.0184 1.7167 0.0 0.0 0.0 -0.065
C 1.8069 0.5443 2.6418 0.0 -0.2 -0.1 -0.130
C 6.8867 -0.5622 -1.3050 -0.1 0.0 -0.1 -0.094
C -0.1338 -0.6229 4.6653 0.0 0.0 -0.1 -0.023
C 0.2844 0.6077 2.5534 -0.2 0.1 0.0 -0.307
C 0.4341 -4.6705 -1.7634 0.1 -0.1 0.0 -0.149
C -0.0133 -5.6452 -2.6254 0.0 0.0 0.0 -0.103
C -1.3941 0.2489 6.5074 0.0 0.0 0.1 -0.099
C 3.8308 1.1741 3.7875 0.0 0.0 0.0 -0.074
C -1.7708 1.2705 -4.0349 -0.1 0.1 0.2 -0.213
C 2.5743 -0.0320 1.6372 0.0 0.0 0.0 -0.021
C 1.2519 -0.2320 -2.5718 -0.2 0.0 0.2 -0.161
C -1.9980 -4.3880 -3.0006 0.0 0.0 0.0 -0.035
C -5.7246 1.8791 -0.5552 -0.1 -0.1 0.1 -0.111
C -0.3121 -3.5113 -1.4805 0.1 0.0 0.0 -0.613
C -6.5054 2.6007 -1.4403 -0.1 0.0 0.0 -0.109
C -4.2089 -0.8031 1.0220 0.1 0.2 0.0 -0.208
C -1.0439 3.5925 -2.1946 -0.2 -0.2 0.0 -0.213
C -1.2481 -5.5123 -3.2578 0.0 0.0 0.0 -0.102
C 0.0238 1.9227 1.7617 -0.1 0.1 0.2 -0.559
C 2.4978 -0.3524 -3.1418 0.2 0.2 0.0 -0.074
C 7.3268 -1.4903 -0.3742 0.1 0.0 0.0 -0.161
C -1.5829 1.4260 5.8051 0.0 0.0 0.1 -0.075
C 1.9718 1.4376 -1.1588 -0.4 -0.2 0.0 -0.108
C -3.7836 2.2164 -1.9356 0.3 0.0 -0.1 -0.297
C -2.4696 -2.2308 -2.0032 -0.7 -0.2 0.0 -0.533
C -5.9280 3.1441 -2.5801 -0.1 0.1 0.0 -0.112
C -0.3207 0.5599 3.9506 -0.1 0.0 0.0 -0.152
C 2.4504 1.1619 3.7114 0.0 0.0 0.0 -0.011
H -4.3856 -1.4810 0.1886 0.0 0.0 -0.1 0.008
H -2.2502 1.9591 -4.7350 0.0 0.0 0.0 0.014
H 1.7196 2.1215 -0.3590 0.0 0.0 0.0 0.120
H 0.4301 -0.8498 -2.9135 0.0 0.0 0.1 0.101
H -1.1993 2.5122 3.9985 0.0 0.0 0.0 0.103
H -5.1788 -0.5284 1.4441 -0.1 0.0 0.0 0.014
H 2.1083 -0.4802 0.7729 -0.2 -0.2 -0.1 0.068
H 4.3146 1.6518 4.6289 0.0 0.0 0.0 0.100
H -2.2532 0.2990 -4.1446 0.0 -0.1 0.0 0.018
H 1.3875 -4.7808 -1.2632 0.0 0.0 0.0 0.081
H -6.1897 1.4643 0.3325 0.0 0.0 0.1 0.092
H -2.1536 2.2340 6.2436 0.0 0.0 0.0 0.102
H 8.2022 -1.2775 0.2297 0.0 0.0 0.0 0.102
H -2.9829 1.3207 2.9096 0.0 -0.1 0.0 0.013
H -1.0354 3.9997 -1.1843 0.0 0.0 0.1 0.018
H -0.5124 -1.7093 6.4666 0.0 0.0 0.0 0.099
H 4.0037 2.0660 -1.3188 0.0 0.0 0.0 0.114
H -6.5313 3.7133 -3.2781 0.0 0.0 0.0 0.090
H 0.6010 -6.5190 -2.8063 0.0 0.0 0.0 0.095
H 5.6725 0.5776 2.8579 0.0 0.0 0.0 0.097
H -4.1367 3.3813 -3.7100 0.0 0.0 -0.1 0.091
H -2.9647 -4.2475 -3.4630 0.0 0.0 0.0 0.113
H -0.0092 3.5084 -2.5295 0.1 -0.1 0.0 0.009
H -7.5628 2.7411 -1.2468 0.0 0.0 0.0 0.091
H 1.8615 1.6339 4.4853 0.0 0.0 0.0 0.123
H 0.1598 -1.2692 1.7948 0.0 0.0 0.0 0.018
H 7.3984 0.3815 -1.4310 0.0 0.0 0.0 0.100
H 2.6656 -1.0835 -3.9192 0.0 0.0 -0.1 0.113
H -1.5485 4.3090 -2.8459 0.0 0.0 -0.1 0.015
H -1.6112 -6.2746 -3.9334 0.0 0.0 0.0 0.092
H -2.5139 2.7016 1.9119 0.0 0.1 0.0 0.021
H 5.1720 -3.8860 -0.6769 0.0 0.0 0.0 0.109
H -0.7264 1.1719 -4.3373 0.1 0.0 0.0 0.006
H 0.4382 -1.4304 4.2229 0.0 0.0 0.0 0.125
H 4.5384 -0.4806 0.9301 0.1 -0.1 -0.1 0.091
H -3.6523 -1.3401 1.7926 0.1 0.0 0.0 0.019
H -4.2144 2.3226 2.1444 -0.1 0.0 0.0 0.025
H 4.2511 -2.3720 -2.4014 0.0 0.0 0.0 0.104
H -1.8131 0.1310 7.4980 0.0 0.0 0.0 0.095
```
Forces are in eV/Å.

Output
Charge: -1
E_HOMO (spin up / spin down) in Eh: -0.15193 / -0.15401
Strongest force on any atom in eV/A: 0.7
Lowest unoccupied orbital energy (spin up / spin down) in eV: 1.9 / 1.8

=====

Molecular formula: C4H9N
Method: DFT, the ωB97M-V functional and the def2-TZVPD basis

XYZ file:
```
14
Properties=species:S:1:pos:R:3:forces:R:3:lowdin_charge:R:1
N -2.1870 1.3399 0.4080 -0.7 2.7 -2.1 -0.059
C 2.0212 -0.8386 -0.7942 2.1 -0.4 1.6 -0.130
C -1.2968 0.3000 0.7771 1.0 -0.1 2.8 -0.360
C 0.9628 -0.5835 0.2329 -1.3 0.9 -1.6 -0.177
C -0.2813 -0.2627 -0.1838 0.5 -0.6 -0.5 -0.134
H -1.7492 2.2916 0.1221 -0.5 -2.5 0.8 0.115
H -1.9266 -0.5093 1.3492 1.3 1.3 -1.0 0.141
H -0.6464 0.8970 1.5004 -0.7 -1.6 -0.1 0.121
H 1.6724 -1.2781 -1.7045 -0.3 0.3 -0.7 0.060
H 2.7252 0.0211 -0.9126 -1.0 -0.1 -0.4 0.086
H 1.2223 -0.5043 1.2860 0.1 0.1 -0.1 0.102
H -2.7366 1.0727 -0.4015 -0.2 0.1 0.0 0.053
H -0.5444 -0.3978 -1.2775 0.3 0.3 1.3 0.120
H 2.7645 -1.5479 -0.4017 -0.3 -0.3 0.0 0.064
```
Forces are in eV/Å.

Output
ΔE to the lowest compared entry with this formula, charge and spin in kcal/mol: 29.49
E_HOMO in Eh: -0.33370
Strongest force on any atom in eV/A: 3.5
SMILES string: C/C=C/CN
Lowest unoccupied orbital energy in eV: 1.2

=====

Q: Among the records above, which one has the highest strongest force on any atom?
A: C29H53FN4O8S5